Formula: C3H7N3S2
Source: the Open Molecules 2025 dataset
Level of theory: ωB97M-V/def2-TZVPD

XYZ file:
```
15
Properties=species:S:1:pos:R:3:forces:R:3
H 1.854618 -1.537782 -1.850949 -0.673 0.188 0.822
N 0.441213 -0.254394 -0.746382 0.775 -0.129 0.515
N -0.281179 1.130086 1.252569 3.963 -1.272 2.282
C -1.401941 0.697785 0.572998 -2.588 -0.844 -0.531
H 0.549712 1.396809 0.612227 -1.186 -0.003 0.795
H 0.171699 -1.451708 -2.611356 1.292 0.865 1.697
N 0.031995 0.336588 2.225479 -0.124 1.195 -1.151
H -2.118331 1.509789 0.350724 0.771 -0.398 -0.554
S 1.586949 0.476273 2.787432 0.425 3.052 -1.068
C -0.826852 -0.118454 -0.631721 -2.289 0.503 -2.456
S -2.095845 -0.438521 -1.790525 0.739 -0.024 1.034
H 1.734603 -0.716411 3.153572 -0.163 -2.654 1.014
H -1.938664 0.042617 1.285980 0.169 0.101 -0.657
H 1.324781 -0.193136 -2.653624 0.469 1.952 -0.943
C 0.967242 -0.879541 -1.956425 -1.581 -2.532 -0.798
```
Positions in Å, forces in eV/Å.

## Properties
spin multiplicity: 1
charge: 0
max |F|: 4.7 eV Å⁻¹
HOMO level (alpha / beta): -7.153 / -7.147 eV

Here are the natural (NBO) charges for atoms 1 to 4, given in e:
1. H 0.195
2. N -0.601
3. N -0.208
4. C -0.313